Record 1
C49H81CaN3O6SSb2 | ωB97M-V/def2-TZVPD

Values from the calculation:
ΔE to the lowest compared entry with this formula, charge and spin = 46.3 kcal/mol
2S+1 = 1
Net charge = -2
Strongest force on any atom = 3.62 eV/A

Each line ends with the Löwdin charge.
Geometry (Å):
Ca: -0.986 0.565 -0.199  1.277
C: 3.067 0.256 -2.193  -0.098
N: 2.837 0.451 -0.782  -0.255
C: 3.203 1.791 -0.392  -0.111
C: 3.429 -0.581 0.035  -0.209
C: 2.486 -1.776 0.218  -0.178
N: 1.224 -1.427 0.833  -0.131
C: 0.387 -2.602 0.970  -0.160
C: 0.077 -3.265 -0.333  -0.159
C: 0.313 -4.616 -0.479  -0.006
C: 0.008 -5.285 -1.656  -0.201
C: -0.393 -4.488 -2.726  -0.011
C: -0.611 -3.126 -2.634  -0.097
C: -0.527 -2.485 -1.355  -0.361
O: -0.991 -1.310 -1.095  -0.348
C: -0.906 -2.300 -3.878  -0.524
C: -2.315 -1.704 -3.807  -0.041
C: -0.802 -3.103 -5.185  -0.074
C: 0.143 -1.183 -3.932  -0.041
C: 0.070 -6.798 -1.815  -0.560
C: 0.506 -7.500 -0.526  -0.075
C: -1.329 -7.321 -2.182  -0.053
C: 1.066 -7.187 -2.920  -0.057
C: 1.420 -0.758 2.125  -0.129
C: 0.314 -0.994 3.114  -0.151
C: 0.479 -1.914 4.125  -0.017
C: -0.504 -2.143 5.082  -0.195
C: -1.618 -1.316 5.027  -0.018
C: -1.833 -0.374 4.036  -0.101
C: -0.902 -0.268 2.950  -0.342
O: -1.096 0.414 1.881  -0.343
C: -2.955 0.643 4.233  -0.520
C: -2.270 1.902 4.786  -0.036
C: -4.019 0.181 5.244  -0.071
C: -3.696 0.994 2.944  -0.063
C: -0.338 -3.265 6.097  -0.559
C: -1.459 -3.286 7.140  -0.073
C: 1.002 -3.127 6.838  -0.060
C: -0.368 -4.607 5.349  -0.051
H: 4.137 0.399 -2.464  0.082
H: 2.467 0.975 -2.749  0.068
H: 2.773 -0.752 -2.478  0.067
H: 4.286 1.992 -0.535  0.082
H: 2.945 1.963 0.654  0.063
H: 2.629 2.488 -1.000  0.068
H: 3.662 -0.162 1.016  0.100
H: 4.384 -0.952 -0.398  0.116
H: 3.027 -2.541 0.827  0.125
H: 2.261 -2.217 -0.756  0.116
H: -0.549 -2.258 1.406  0.081
H: 0.852 -3.343 1.654  0.130
H: 0.721 -5.141 0.374  0.101
H: -0.544 -4.968 -3.680  0.088
H: -3.058 -2.504 -3.792  0.076
H: -2.497 -1.078 -4.681  0.081
H: -2.416 -1.104 -2.906  0.065
H: -1.558 -3.887 -5.235  0.075
H: 0.182 -3.557 -5.299  0.080
H: -0.964 -2.429 -6.027  0.077
H: 0.099 -0.596 -3.019  0.064
H: -0.023 -0.521 -4.780  0.088
H: 1.142 -1.609 -4.025  0.084
H: -0.186 -7.274 0.281  0.082
H: 1.505 -7.181 -0.236  0.080
H: 0.520 -8.581 -0.679  0.075
H: -2.036 -7.055 -1.399  0.083
H: -1.316 -8.407 -2.292  0.073
H: -1.679 -6.884 -3.114  0.074
H: 2.054 -6.802 -2.675  0.084
H: 0.766 -6.776 -3.880  0.071
H: 1.127 -8.273 -3.014  0.072
H: 1.483 0.317 1.921  0.105
H: 2.368 -1.103 2.583  0.120
H: 1.403 -2.478 4.156  0.108
H: -2.356 -1.408 5.805  0.078
H: -1.738 1.668 5.710  0.087
H: -3.002 2.683 4.996  0.083
H: -1.558 2.274 4.052  0.056
H: -3.627 0.137 6.259  0.071
H: -4.411 -0.797 4.966  0.080
H: -4.846 0.892 5.239  0.077
H: -2.992 1.337 2.193  0.042
H: -4.424 1.785 3.134  0.092
H: -4.232 0.115 2.577  0.055
H: -1.477 -2.358 7.707  0.083
H: -1.302 -4.115 7.832  0.074
H: -2.424 -3.425 6.659  0.079
H: 1.088 -2.134 7.273  0.085
H: 1.840 -3.273 6.161  0.069
H: 1.075 -3.869 7.635  0.071
H: -1.341 -4.745 4.881  0.078
H: -0.187 -5.437 6.034  0.074
H: 0.388 -4.626 4.568  0.075
C: -8.635 1.720 -0.813  -0.067
C: -7.171 2.054 -0.771  -0.294
C: -6.679 3.211 -1.359  -0.058
C: -5.319 3.482 -1.344  -0.056
C: -4.439 2.603 -0.738  -0.228
C: -4.928 1.450 -0.145  -0.074
C: -6.281 1.180 -0.153  -0.034
S: -2.632 2.788 -0.827  0.553
O: -2.403 4.075 -1.457  -0.314
O: -2.251 2.694 0.577  -0.470
N: -2.320 1.546 -1.724  -0.310
C: -1.434 1.886 -2.801  -0.212
C: -0.026 2.205 -2.261  -0.687
O: 0.840 2.586 -3.056  -0.010
O: 0.127 2.069 -1.018  -0.310
H: -9.200 2.512 -1.300  0.064
H: -9.021 1.589 0.197  0.073
H: -8.795 0.786 -1.355  0.076
H: -7.372 3.894 -1.836  0.099
H: -4.919 4.374 -1.803  0.103
H: -4.224 0.779 0.319  0.038
H: -6.659 0.284 0.320  0.095
H: -1.776 2.787 -3.334  0.114
H: -1.391 1.067 -3.518  0.090
C: -5.626 -2.374 1.011  -0.339
Sb: -3.451 -2.092 0.606  1.426
C: -3.047 -3.374 2.331  -0.306
C: -3.525 -3.830 -0.718  -0.293
H: -5.845 -3.403 1.277  -0.018
H: -6.203 -2.118 0.128  -0.022
H: -5.943 -1.736 1.831  -0.023
H: -3.676 -4.262 2.304  -0.004
H: -3.251 -2.806 3.232  -0.016
H: -2.003 -3.664 2.333  -0.011
H: -4.170 -4.593 -0.288  -0.005
H: -2.524 -4.219 -0.862  -0.020
H: -3.920 -3.518 -1.679  -0.011
C: -1.336 4.653 2.747  -0.319
Sb: 0.143 3.472 1.616  1.409
C: 0.319 4.968 0.065  -0.302
C: 1.742 4.560 2.782  -0.357
H: -1.091 4.650 3.807  -0.016
H: -2.318 4.221 2.601  -0.023
H: -1.323 5.677 2.382  -0.010
H: 0.253 5.964 0.494  -0.007
H: -0.492 4.810 -0.629  -0.032
H: 1.259 4.848 -0.464  0.000
H: 1.537 5.620 2.870  -0.028
H: 2.714 4.444 2.309  -0.034
H: 1.813 4.143 3.784  -0.033

=====

Record 2
C38H51CuN6O5PS3 | ωB97M-V/def2-TZVPD

Values from the calculation:
⟨S²⟩ = 0.7845
ΔE to the lowest compared entry with this formula, charge and spin = 54.6 kcal/mol
2S+1 = 2
Strongest force on any atom = 4.49 eV/A

Each line ends with the Löwdin charge.
Geometry (Å):
Cu: 1.619 1.705 1.041  0.601
N: 4.397 5.813 7.470  0.080
C: 3.929 5.492 6.218  -0.322
C: 4.726 5.017 5.159  -0.037
C: 4.258 4.826 3.898  -0.061
C: 2.905 5.108 3.684  -0.258
C: 2.042 5.386 4.744  -0.072
C: 2.546 5.502 5.996  -0.049
S: 2.292 4.939 1.977  0.643
O: 1.476 6.122 1.711  -0.311
O: 3.454 4.630 1.213  -0.314
N: 1.432 3.522 1.919  -0.120
C: 0.114 3.309 1.834  -0.468
N: -0.182 2.001 1.539  0.014
C: -1.482 1.625 1.406  -0.053
C: -2.465 2.597 1.635  -0.069
C: -2.099 3.842 2.072  -0.140
N: -0.849 4.234 2.054  0.144
H: 5.338 6.224 7.682  0.123
H: 3.690 6.259 8.062  0.093
H: 5.754 4.814 5.372  0.104
H: 4.879 4.802 3.038  0.104
H: 1.029 5.486 4.512  0.098
H: 1.831 5.551 6.839  0.123
H: -1.582 0.606 1.010  0.104
H: -3.481 2.256 1.503  0.091
H: -2.882 4.545 2.405  0.122
O: 6.344 -0.465 1.415  0.026
C: 6.240 -0.128 0.107  -0.269
C: 7.533 0.067 -0.472  -0.019
C: 7.652 0.186 -1.840  -0.070
C: 6.435 0.280 -2.607  -0.091
C: 5.213 0.295 -1.962  -0.032
C: 5.077 0.002 -0.597  -0.122
C: 3.819 0.296 0.005  -0.404
O: 2.811 0.872 -0.516  -0.037
N: 3.703 -0.132 1.295  0.016
N: 2.572 0.241 1.862  -0.172
C: 2.364 -0.151 3.134  -0.879
S: 2.513 -1.823 3.669  0.932
C: 2.630 -1.490 5.534  -0.476
C: 2.167 -0.155 5.894  -0.438
S: 1.775 0.960 4.342  0.921
H: 5.372 -0.460 1.744  0.096
H: 8.400 0.022 0.236  0.130
H: 8.619 0.440 -2.332  0.111
H: 6.433 0.348 -3.675  0.084
H: 4.292 0.524 -2.605  0.143
H: 3.699 -1.528 5.810  0.084
H: 2.057 -2.262 6.107  0.096
H: 2.894 0.588 6.362  0.094
H: 1.229 -0.137 6.448  0.067
O: -1.794 -1.145 -0.820  -0.329
P: -2.663 -1.433 -1.965  0.760
C: -2.549 -3.300 -2.389  -0.371
C: -1.394 -3.933 -1.638  -0.175
C: -1.267 -5.517 -1.908  -0.156
C: -2.423 -6.179 -2.748  -0.206
C: -2.940 -5.271 -3.873  -0.190
C: -2.613 -3.762 -3.817  -0.215
C: -4.468 -1.186 -1.607  -0.327
C: -5.490 -2.106 -2.407  -0.146
C: -5.997 -3.386 -1.634  -0.194
C: -6.193 -3.158 -0.132  -0.211
C: -5.061 -2.426 0.625  -0.189
C: -4.816 -1.089 -0.127  -0.210
C: -2.256 -0.554 -3.505  -0.298
C: -0.788 -0.902 -4.086  -0.163
C: -0.274 0.090 -5.152  -0.209
C: -0.542 1.548 -4.852  -0.214
C: -1.150 1.872 -3.476  -0.224
C: -2.394 1.030 -3.235  -0.198
H: -3.436 -3.763 -1.952  0.087
H: -1.580 -3.728 -0.562  0.099
H: -0.400 -3.394 -1.914  0.134
H: -1.333 -6.079 -0.978  0.095
H: -0.368 -5.704 -2.443  0.082
H: -3.186 -6.441 -2.014  0.090
H: -1.957 -7.170 -2.994  0.115
H: -4.071 -5.469 -3.798  0.121
H: -2.608 -5.667 -4.857  0.110
H: -3.295 -3.243 -4.480  0.099
H: -1.628 -3.678 -4.204  0.084
H: -4.545 -0.218 -2.115  0.095
H: -5.178 -2.511 -3.400  0.103
H: -6.382 -1.477 -2.590  0.112
H: -5.368 -4.254 -1.744  0.081
H: -6.948 -3.575 -2.095  0.097
H: -6.412 -4.123 0.392  0.112
H: -7.131 -2.569 0.032  0.118
H: -4.047 -2.897 0.710  0.116
H: -5.387 -2.226 1.674  0.115
H: -3.945 -0.669 0.425  0.094
H: -5.679 -0.465 0.096  0.111
H: -3.025 -0.956 -4.222  0.116
H: -0.698 -1.895 -4.537  0.088
H: -0.093 -0.893 -3.224  0.116
H: -0.670 -0.057 -6.179  0.111
H: 0.830 -0.147 -5.196  0.123
H: -1.430 1.919 -5.496  0.134
H: 0.324 2.184 -4.989  0.101
H: -1.542 2.910 -3.371  0.113
H: -0.362 1.912 -2.619  0.139
H: -3.266 1.417 -3.771  0.111
H: -2.643 1.134 -2.184  0.078